Record 1
39
Properties=species:S:1:pos:R:3:forces:R:3 method="wB97M-V/def2-TZVPD" lumo_ha=0.0246 mol_weight_g_mol=261.3 energy_ha=-851.5752
F -2.74616 -3.96298 -3.06605 0.0517 0.0689 0.0929
O 0.17536 -1.03939 1.68152 0.2061 -0.2228 0.1619
N -0.77877 0.73936 0.66704 -0.2200 0.1716 0.0735
C -2.39884 -1.17475 -0.80267 0.2051 -0.0620 0.0378
C 2.75526 1.04451 1.57000 -0.0705 -0.0961 0.2092
C -1.15363 -1.44801 -0.24487 -0.0292 -0.1898 -0.0142
C 3.15743 0.88304 0.09066 0.0915 -0.0356 -0.1489
C 3.14233 3.18825 0.62917 0.0123 0.0631 0.0130
C -0.25523 1.74799 1.56261 -0.0431 0.1987 0.2305
C 2.77902 2.23865 -0.51150 0.1111 -0.0211 -0.3291
C -0.52431 -0.58010 0.79867 -0.2150 0.0686 -0.2419
C -0.46424 -2.59342 -0.63297 -0.0818 0.1491 0.0656
C -1.41242 2.62582 2.03888 0.1669 -0.2596 0.0558
C -2.22224 -3.14124 -2.13487 0.0073 0.1127 0.0927
C -2.94134 -2.02342 -1.75028 -0.0173 -0.1939 -0.1850
C 0.87246 2.60693 0.93593 -0.0160 -0.1115 0.1770
C 1.24725 2.32750 -0.53946 0.0377 0.1006 -0.1816
C 2.23644 2.48575 1.64113 -0.0503 0.1678 0.1960
C -0.98836 -3.44402 -1.58684 -0.1574 -0.0313 -0.1310
H 2.01073 0.31016 1.86773 0.0117 -0.0234 0.0900
H 0.55663 3.65176 1.01520 0.0271 -0.0199 0.0047
H 3.24393 2.43901 -1.47620 0.0111 0.0130 -0.0045
H 2.62902 0.06084 -0.39135 0.0002 -0.0591 -0.0647
H 0.91020 3.13774 -1.18780 -0.0305 -0.0099 -0.0391
H 0.48809 -2.80357 -0.17064 0.0711 -0.0251 0.0503
H -1.06071 3.34073 2.77744 0.0226 0.1470 0.0431
H 0.14572 1.19729 2.41892 -0.0571 0.0696 -0.1397
H -2.18753 2.01355 2.49484 -0.0826 -0.0196 0.0429
H 3.61738 0.92758 2.22711 0.0083 -0.0108 0.0327
H -3.90863 -1.83277 -2.18784 -0.0892 -0.0123 -0.0481
H -0.46258 -4.33066 -1.90340 0.0374 -0.0884 -0.0511
H -1.33312 1.06519 -0.10855 0.0811 -0.1696 -0.0272
H -2.97009 -0.31624 -0.48043 -0.0456 0.0754 0.0319
H -1.84587 3.17336 1.20324 -0.0567 0.1149 -0.0878
H 2.85766 4.22196 0.43821 -0.0208 0.1039 -0.0050
H 2.22958 2.89688 2.65015 -0.0009 0.0343 0.0468
H 4.19635 3.14600 0.89667 0.1174 0.0095 0.0291
H 0.82159 1.39734 -0.91351 -0.0136 0.0271 -0.0573
H 4.22767 0.70088 -0.01320 0.0198 -0.0342 -0.0211

Record 2
57
Properties=species:S:1:pos:R:3:forces:R:3 method="wB97M-V/def2-TZVPD" lumo_ha=0.1618 mol_weight_g_mol=807.1 total_charge=-2 energy_ha=-3940.7115
Ir 0.40669 -0.30264 -0.58670 -0.0632 -0.3775 0.1169
Cl 0.19460 -4.91874 3.41289 0.0083 0.0039 -0.0133
Cl -0.61588 -5.42079 0.67855 -0.0077 0.0571 0.0340
Cl -2.11181 -3.58017 2.33976 -0.0071 0.0625 -0.0120
S 1.82613 -1.94366 -2.51829 0.0608 0.0532 0.2228
S 2.58906 -1.13414 -0.77175 0.0345 0.0193 -0.2298
F 2.76496 0.94452 1.06283 0.0389 0.1406 0.3008
F -0.78672 -0.24705 4.04066 -0.0979 -0.0039 -0.0666
F 4.48438 0.59415 3.03778 -0.0499 -0.0058 0.0185
F 0.95379 -0.47251 5.96286 -0.0029 0.0078 0.0017
O 1.57205 -3.36417 -2.41195 -0.0085 -0.0316 -0.0010
O -0.13474 -2.21260 0.64243 -0.2622 0.0092 -0.2877
O 0.50692 -1.15281 -2.48876 -0.0313 -0.2062 -0.0690
O 1.66170 -3.13115 1.68186 -0.1069 0.0865 0.1744
O 2.61664 -1.56403 -3.67415 -0.0316 0.0055 -0.0589
N -1.76300 0.03936 -0.80004 0.0055 0.1685 0.0995
N 0.06846 0.48853 1.31680 0.0764 0.0696 0.0178
C -2.03117 1.04210 0.24851 -0.0761 0.0502 -0.1093
C 1.42193 -0.12950 4.73690 -0.0033 -0.0043 0.0155
C 1.90984 2.79366 -3.18975 -0.0112 -0.0243 0.0094
C 1.66403 3.97840 -2.50726 -0.0130 0.0069 0.0206
C 1.10808 3.89817 -1.23712 0.0112 0.0027 0.0190
C -1.36245 0.64086 1.54721 0.1581 0.0386 0.1865
C -0.47355 -4.17134 1.94808 0.0433 0.0044 -0.0978
C 0.96629 1.45521 -1.37333 -0.0353 -0.0172 -0.0191
C -2.33271 -2.36599 -1.41628 -0.0291 0.0338 -0.0499
C 0.50692 0.00778 3.71318 0.0273 0.0131 -0.0406
C 1.57832 1.56311 -2.63530 -0.0421 0.0769 -0.0022
C -2.52281 -1.19958 -0.46426 -0.0633 0.0312 -0.0651
C 0.78131 2.66610 -0.68358 0.0879 0.0526 -0.0151
C 3.17064 0.37392 3.27670 0.0615 0.0148 -0.0110
C 2.77583 0.03776 4.56173 0.0142 -0.0076 -0.0140
C -1.99741 1.91450 -2.56620 -0.0260 -0.0022 0.0412
C 0.88106 0.33184 2.38487 0.0120 -0.0081 -0.1002
C 2.28221 0.53415 2.24519 0.0055 0.0239 -0.1061
C -2.22597 0.47095 -2.14835 0.0064 -0.0534 0.0059
C 0.49570 -3.01269 1.36872 0.2048 -0.1451 -0.0146
H -2.61878 2.61289 -2.00174 0.0053 -0.0026 0.0251
H 0.93219 4.80203 -0.66099 0.0034 0.0139 -0.0056
H -1.55477 1.44194 2.27326 -0.0149 -0.0196 0.0487
H -3.30812 0.27681 -2.18908 -0.0052 -0.0464 -0.0324
H -2.81395 -2.20483 -2.38348 0.0015 0.0120 0.0024
H 3.48356 -0.10567 5.36302 -0.0029 0.0098 -0.0020
H -3.58575 -0.91301 -0.42037 -0.0101 -0.0151 0.0129
H 1.79134 0.67366 -3.20773 0.0043 -0.0296 -0.0149
H -2.77867 -3.25093 -0.95633 0.0043 0.0157 -0.0044
H 2.37254 2.81913 -4.17164 -0.0024 0.0064 -0.0021
H -0.95981 2.21734 -2.47652 0.0097 0.0043 -0.0226
H -1.74077 -0.19725 -2.85925 0.0404 0.0223 0.0133
H -1.83305 -0.26248 1.94469 0.0109 -0.0108 0.0419
H -1.62212 1.99443 -0.08383 -0.0344 -0.0468 -0.0259
H -3.11613 1.15522 0.40000 -0.0108 0.0081 -0.0075
H 0.37578 2.64172 0.31967 0.0342 -0.0002 0.0123
H -1.27908 -2.57382 -1.58062 0.0702 -0.0005 -0.0122
H 1.91907 4.93790 -2.94468 0.0004 0.0006 0.0032
H -2.28074 1.99940 -3.61837 -0.0210 -0.0076 0.0126
H -2.21207 -1.51600 0.51955 0.0287 -0.0596 0.0559

Record 3
13
Properties=species:S:1:pos:R:3:forces:R:3 method="wB97M-V/def2-TZVPD" lumo_ha=0.0262 mol_weight_g_mol=98.1 energy_ha=-340.7059
O 1.89276 0.84990 1.05968 0.2522 -0.2008 0.7394
N -1.50977 -0.76206 -1.63635 -0.1405 -0.0781 -0.3422
N -1.14099 -1.42186 -0.53806 0.0594 0.0502 -0.1273
C -0.27951 0.67972 -0.55266 -0.1125 -0.0773 -0.1259
C 1.79320 0.21191 2.07413 0.2824 0.3059 -0.1038
C -1.00466 0.49041 -1.69835 -0.0930 -0.0715 -0.0429
C -0.38283 -0.56792 0.12425 -0.0795 -0.2004 -0.0372
H 0.07486 -0.98583 1.01003 -0.2264 0.4683 -0.2065
H 0.23134 1.59728 -0.30721 0.0022 -0.3891 0.1104
H 0.82414 -0.18062 2.44147 0.2106 0.2105 0.0495
H -2.05481 -1.25369 -2.31829 -0.0739 0.0778 -0.1214
H -1.13751 1.13147 -2.55580 -0.1844 -0.0493 0.0939
H 2.67457 -0.01877 2.68940 0.1033 -0.0463 0.1141

Record 4
111
Properties=species:S:1:pos:R:3:forces:R:3 method="wB97M-V/def2-TZVPD" lumo_ha="-0.0916 / -0.1046" mol_weight_g_mol=1149.0 total_charge=+1 energy_ha=-3244.1921
Pt 0.65011 0.75909 -0.52092 -1.7279 0.5237 0.2772
I 2.93222 1.91789 -1.09070 -0.0333 -0.1456 0.0898
P -0.89830 -1.70426 1.62105 0.5064 0.4803 -0.5475
N 0.50606 1.82800 -3.56973 0.0864 0.0555 -0.4242
N -0.03953 0.89214 -2.78292 0.6467 -0.0043 1.4336
N 0.67579 0.63065 1.78528 0.2947 -0.1307 -1.2106
N 0.97297 -1.52722 -0.51640 -0.2400 -0.4264 0.2978
N 0.46682 -0.41441 3.70969 0.0357 0.3346 -0.6582
N 0.59204 -3.57505 0.21236 0.1385 0.3684 -0.2576
N -1.58278 0.56906 0.06457 0.8370 -0.5289 -0.2436
N -3.29866 -0.66604 0.66558 0.6160 0.3374 -0.2528
C 3.32970 -6.98333 -0.86510 0.0373 -0.1046 0.0198
C 2.87855 -2.01280 -2.10306 0.2300 0.1368 -0.1897
C -1.41771 4.41261 -1.77837 -0.0751 0.0754 0.0098
C 5.16667 -2.36097 -2.77085 0.1114 -0.0142 -0.0266
C 0.72280 2.51257 -5.93950 0.0186 0.1559 -0.0121
C -2.69375 2.55087 -0.90869 0.1183 0.5300 -0.2717
C -2.58652 5.12748 -1.99153 0.0321 -0.0006 0.0040
C -1.47666 -1.09344 -3.06343 0.0926 -0.0088 0.1018
C 2.11391 -5.18752 -2.58976 -0.0741 -0.0239 0.1264
C 2.45244 2.09058 7.77035 -0.0013 -0.0402 -0.0216
C 3.76674 -0.86824 -4.02013 0.0607 0.0184 -0.0670
C 1.18496 0.72430 3.95405 0.1391 0.3919 -0.5230
C -3.80805 0.42632 0.02229 0.3134 0.3819 -0.2304
C 4.99240 -1.48468 -3.83028 -0.0169 0.0175 -0.0292
C 0.04651 -1.38048 4.68558 -0.2118 -0.5039 0.4889
C 1.75893 2.92675 6.90969 0.0349 0.0744 0.0651
C -0.72819 0.08220 -3.57851 0.0162 0.0710 -0.0470
C -5.80293 0.57844 -1.45800 0.0824 -0.0639 0.1385
C 1.17876 3.56548 1.62261 0.0042 -0.0712 0.1707
C 3.63916 4.29391 2.65526 0.1229 0.0948 0.0446
C 1.63768 1.16380 5.27317 -0.0130 0.1132 0.2914
C 1.29230 1.37584 2.73435 0.1674 -0.0596 0.5582
C 0.25802 -2.26206 0.32456 -0.1354 -0.0549 0.0826
C 2.75217 -5.83098 -0.36171 -0.0277 0.1068 -0.0765
C -7.98359 0.98631 -0.53742 0.0186 -0.0012 0.0655
C 1.56296 -3.66722 -0.73937 0.1532 0.3826 -0.2707
C 1.80234 -2.37371 -1.18133 -0.1235 -0.6756 0.3311
C -5.25168 0.59892 -0.17746 -0.2647 -0.0117 -0.0161
C 1.71723 4.80226 1.31773 -0.0652 -0.0044 -0.0096
C 0.21094 1.63021 -4.86555 -0.1664 -0.1989 0.1835
C 0.17526 -0.43966 2.38217 -0.3560 -0.3291 0.0201
C 3.29792 -7.24193 -2.22544 0.0052 0.0050 -0.0021
C 2.71462 -1.12535 -3.15884 -0.1175 -0.1112 0.0542
C 2.74577 0.79511 7.37913 0.0260 -0.0497 0.0967
C 1.87713 2.68084 2.44206 0.0903 0.2881 -0.1298
C -7.16182 0.76937 -1.63118 -0.0398 -0.0054 -0.1205
C 0.02345 -4.67348 0.94233 -0.2797 -0.5099 0.3517
C 4.11792 -2.62463 -1.91484 -0.0827 0.1683 0.0146
C 1.35786 2.47197 5.66913 -0.0850 -0.1439 -0.0113
C 2.94740 5.17002 1.83407 -0.0387 -0.0726 -0.0060
C -3.80228 4.56563 -1.63504 -0.0531 0.0846 -0.0869
C -4.06559 -1.72528 1.26082 -0.3501 -0.5401 0.3279
C 2.14401 -4.91915 -1.22207 -0.0089 -0.3125 -0.0422
C -7.44495 0.98998 0.73929 -0.0905 -0.0292 0.0019
C 2.34281 0.33033 6.13954 -0.0490 0.0673 -0.1688
C 2.68244 -6.34542 -3.08443 0.0433 -0.0209 -0.0801
C -1.47319 3.14522 -1.23274 0.1306 -0.1947 0.1530
C -1.94435 -0.54869 0.66670 -0.1364 -0.3575 0.4074
C -2.71802 1.21053 -0.33578 -0.4646 -0.2897 0.1705
C -0.59908 0.51055 -4.90789 0.1512 0.1753 0.2266
C -3.86051 3.29340 -1.09622 0.0282 -0.0981 0.0320
C 3.11054 3.05592 2.96485 -0.0793 -0.0988 -0.0638
C -6.08728 0.79279 0.91929 0.0578 0.0427 -0.0573
H 2.80368 -5.62489 0.69808 -0.0018 0.0367 0.0978
H 1.17894 5.47534 0.66923 -0.0970 0.1002 -0.0560
H -5.16226 0.42522 -2.31400 0.0906 -0.0093 -0.0730
H 4.25303 -3.29656 -1.08197 0.0648 -0.0799 0.0810
H -4.99313 -1.86732 0.70713 0.1077 0.0276 0.0008
H -1.01489 -4.44992 1.18513 0.0838 -0.0809 -0.0027
H -9.03989 1.15478 -0.67906 -0.1020 -0.0175 -0.0114
H -0.55018 2.59623 -1.02723 -0.3534 0.4268 -0.1410
H 1.80151 2.63207 -5.85430 0.0696 0.0205 -0.0542
H -0.05758 -0.89466 5.65491 -0.0123 -0.0146 -0.0869
H 5.81247 -1.28231 -4.50170 0.0743 0.0373 -0.0762
H 3.75625 -8.13704 -2.61660 0.0262 -0.0955 -0.0274
H 0.57351 -4.85363 1.86893 -0.0605 -0.0186 -0.0519
H 2.76348 2.44459 8.74132 0.0279 0.0420 0.0725
H 0.26731 3.50055 -5.87939 -0.0124 0.0448 -0.0434
H 3.63377 -0.18299 -4.84488 -0.0352 0.0636 -0.0407
H 0.49224 2.08515 -6.91008 0.0096 0.0031 -0.0651
H -5.66596 0.81754 1.91393 0.0444 0.0156 0.1056
H 0.21013 3.27762 1.23417 -0.0127 0.0048 -0.0479
H 1.52698 3.93651 7.20939 -0.0214 0.1216 0.0231
H -3.48828 -2.64952 1.23817 -0.1114 0.0738 -0.0003
H 2.64899 -6.54758 -4.14435 0.0112 -0.0130 -0.0879
H 0.77695 -2.18641 4.77743 -0.0385 0.0272 0.0128
H -2.10376 -0.80260 -2.22200 -0.0691 -0.0481 0.0564
H 1.75924 -0.64606 -3.30423 -0.0614 0.0430 -0.0420
H -0.78043 -1.86164 -2.72433 -0.0241 -0.0866 0.0403
H 6.12217 -2.83681 -2.60768 0.0837 -0.0240 -0.0054
H 1.12643 2.52468 -3.17626 0.0647 -0.1769 0.1524
H -8.08487 1.14501 1.59413 -0.0457 0.0443 0.0891
H 0.81694 3.12201 4.99772 -0.0474 0.0707 -0.0385
H 3.36507 6.13496 1.59815 0.0817 0.1307 -0.0410
H 2.60044 -0.67364 5.83520 0.0146 -0.1099 -0.0335
H -4.31369 -1.48836 2.29844 0.0062 -0.0459 -0.0800
H -0.46134 4.84864 -2.03132 0.0896 0.0311 0.0178
H 1.63904 -4.48339 -3.25757 -0.0122 0.0722 -0.0533
H 3.65511 2.37379 3.60333 0.0459 -0.0380 0.0008
H -0.91378 -1.80811 4.39250 0.1263 0.0651 0.0554
H -2.10104 -1.50625 -3.85086 -0.0458 -0.0564 -0.0035
H 4.60102 4.57907 3.05179 0.1130 0.0217 0.0569
H -1.03025 0.05477 -5.77552 -0.0959 -0.0621 -0.1865
H 3.29115 0.14192 8.04286 0.0654 -0.0619 0.0536
H 0.06262 -5.57569 0.33205 -0.0075 0.0985 0.0353
H 3.81348 -7.68023 -0.19711 0.0314 -0.0405 0.0678
H -7.58448 0.74733 -2.62467 -0.0092 0.0260 -0.0804
H -4.71785 5.12019 -1.78225 -0.0471 0.0494 0.0188
H -2.54459 6.12063 -2.41330 -0.0313 0.0714 -0.0451
H -4.81658 2.88563 -0.80572 -0.0173 0.0646 -0.0457